{
  "formula": "C5H11O",
  "method": "the ωB97M-V functional and the def2-TZVPD basis",
  "e_homo_ev": -2.187,
  "charge": -1,
  "spin_multiplicity": 1,
  "orbital_gap_ev": 6.207,
  "symbols": ["C", "O", "H", "H", "H", "C", "C", "C", "C", "H", "H", "H", "H", "H", "H", "H", "H"],
  "coordinates": [[-2.212354, -1.757805, 0.493529], [-0.851500, -1.763700, 0.600412], [-2.713860, -0.837850, 0.873819], [-2.533531, -1.969832, -0.549877], [-2.704027, -2.554213, 1.114923], [0.361219, 2.296936, 0.826992], [0.431100, 0.959656, 0.179884], [1.271926, 0.597681, -0.789619], [1.485502, -0.834385, -1.214663], [1.227496, 2.925208, 0.585907], [-0.531251, 2.875251, 0.566504], [0.358696, 2.187643, 1.914480], [-0.061470, 0.085493, 0.646929], [1.817576, 1.370946, -1.341345], [1.077745, -1.487598, -0.445153], [1.016719, -1.050837, -2.175134], [2.560017, -1.042586, -1.287594]],
  "forces_ev_per_a": [[0.92, -0.70, 0.42], [-0.29, 0.13, 0.19], [-0.07, 0.31, -0.34], [-0.45, 0.27, -0.05], [-0.09, -0.08, -0.11], [0.03, 0.62, -0.04], [0.77, -1.28, 0.28], [-0.22, 0.46, -0.26], [0.26, 0.31, 0.42], [-0.06, -0.06, -0.14], [-0.09, -0.11, 0.01], [-0.08, -0.04, -0.01], [-0.38, 0.34, -0.06], [0.15, -0.03, 0.12], [-0.39, -0.12, -0.19], [0.00, -0.10, -0.05], [0.00, 0.08, -0.21]]
}

{
  "formula": "C2H9NS",
  "method": "the ωB97M-V functional and the def2-TZVPD basis",
  "e_homo_ev": [-0.048, -3.156],
  "charge": -1,
  "spin_multiplicity": 2,
  "orbital_gap_ev": [4.339, 7.283],
  "symbols": ["S", "H", "C", "N", "C", "H", "H", "H", "H", "H", "H", "H", "H"],
  "coordinates": [[0.594563, 0.604258, 1.783563], [-0.291956, 1.284630, 2.502230], [0.822788, -0.997496, -1.188313], [-0.326271, -0.114172, -1.576764], [-1.442482, -0.074433, -0.580439], [1.428568, -1.339040, -2.015421], [0.385296, -1.818665, -0.629815], [1.475908, -0.424812, -0.532220], [-0.033080, 0.874870, -1.647882], [-0.671384, -0.482404, -2.502985], [-1.323920, 0.782037, 0.074010], [-2.319287, -0.002869, -1.236795], [-1.559303, -0.983544, -0.010577]],
  "forces_ev_per_a": [[0.49, -0.10, 0.06], [-0.23, 0.22, 0.23], [0.09, 0.68, 0.99], [0.78, -0.42, 1.12], [-1.03, 0.08, -1.12], [-0.39, 0.01, -0.64], [0.24, -0.14, -0.08], [-0.19, -0.10, 0.18], [0.28, -0.31, -0.51], [-0.37, 0.22, -0.58], [0.09, -0.24, 0.00], [-0.21, 0.24, 0.24], [0.46, -0.13, 0.12]]
}

{
  "formula": "C6H11N",
  "method": "the ωB97M-V functional and the def2-TZVPD basis",
  "e_homo_ev": [-13.855, -14.081],
  "charge": 1,
  "spin_multiplicity": 2,
  "orbital_gap_ev": [10.380, 7.340],
  "symbols": ["C", "N", "C", "C", "C", "C", "C", "H", "H", "H", "H", "H", "H", "H", "H", "H", "H", "H"],
  "coordinates": [[0.531477, 0.993367, 1.539299], [-1.959611, 0.957906, 0.071587], [-1.006428, 0.084647, -0.248032], [0.086367, -0.087933, 0.619579], [1.127790, -1.103484, 0.408409], [2.101716, -0.812054, -0.467365], [-1.218136, -0.741844, -1.474358], [0.987492, 1.836774, 1.024964], [-0.250699, 1.371567, 2.205210], [1.270917, 0.551940, 2.193655], [-1.655335, 1.826364, 0.500209], [-2.639041, 1.111103, -0.665944], [1.397190, -1.683149, 1.290837], [2.807744, -1.594428, -0.707270], [2.140176, 0.157384, -0.948172], [-2.140823, -1.324076, -1.457924], [-1.175036, -0.082463, -2.337433], [-0.405759, -1.461620, -1.547258]],
  "forces_ev_per_a": [[-0.80, -0.44, 1.33], [0.72, 0.90, -1.18], [-0.92, -0.89, 0.07], [1.32, 0.94, -0.31], [0.61, 1.30, 0.20], [-0.72, -0.87, 0.03], [0.60, -0.55, 0.47], [0.05, 0.01, -0.32], [-0.10, 0.13, -0.19], [0.32, 0.21, 0.17], [-0.35, -0.22, 0.64], [-0.28, -0.03, 0.27], [-0.56, -0.98, -0.47], [0.69, 0.45, 0.34], [-0.17, -0.32, -0.70], [-0.18, 0.32, 0.02], [-0.19, 0.01, -0.18], [-0.05, 0.05, -0.18]]
}

{
  "formula": "C21H30MnNO2P2",
  "method": "the ωB97M-V functional and the def2-TZVPD basis",
  "e_homo_ev": [-9.184, -10.653],
  "charge": 1,
  "spin_multiplicity": 6,
  "orbital_gap_ev": [6.030, 5.362],
  "symbols": ["Mn", "P", "C", "C", "N", "C", "C", "C", "C", "C", "P", "H", "H", "H", "H", "H", "H", "H", "H", "O", "H", "H", "O", "H", "C", "H", "H", "H", "C", "H", "H", "H", "C", "H", "H", "H", "C", "H", "H", "H", "C", "C", "C", "C", "C", "C", "C", "C", "C", "C", "H", "H", "H", "H", "H", "H", "H"],
  "coordinates": [[-0.171604, -0.268766, -0.224633], [2.044573, -0.307789, -0.025566], [2.275314, -1.010634, -1.665836], [1.148697, -1.197476, -2.466209], [-0.092991, -0.793412, -2.013128], [-1.285454, -1.033588, -2.608038], [-1.320940, -1.978646, -3.620749], [-0.094936, -2.401933, -4.138971], [1.119542, -1.902058, -3.689652], [-2.528488, -0.441443, -1.958207], [-2.047998, 1.046360, -0.914846], [2.088064, -2.174868, -4.097688], [-2.296355, -2.335545, -3.944079], [-0.106241, -3.106687, -4.953634], [-3.252130, -0.106043, -2.713073], [-3.056768, -1.137059, -1.272646], [3.001998, 1.635516, -2.745025], [3.205211, -0.905691, -2.199568], [0.948650, 3.474099, -1.903623], [3.532085, 2.027392, -3.437669], [2.761142, 2.540594, -3.795955], [-0.034030, 1.054690, 0.126347], [0.965649, 4.399864, -1.547339], [0.795069, 4.273569, -0.555517], [-2.268197, 2.352666, -2.196821], [-3.267697, 2.279430, -2.665322], [-2.124975, 3.352504, -1.758258], [-1.499725, 2.231777, -2.976351], [-3.533447, 1.314605, 0.125650], [-3.424093, 2.265917, 0.670317], [-4.454856, 1.348488, -0.477521], [-3.607373, 0.496205, 0.855181], [2.330709, -1.944370, 0.753134], [3.413861, -2.106608, 0.754592], [1.889993, -2.054232, 1.747247], [1.874853, -2.663731, 0.063752], [3.436156, 0.722548, 0.550112], [3.262894, 1.100078, 1.571640], [4.363040, 0.130986, 0.566754], [3.598602, 1.595526, -0.099386], [0.626415, 0.684564, 5.258227], [0.915888, 1.466831, 4.113972], [0.418972, 1.084638, 2.871723], [-0.332753, -0.113534, 2.738024], [-0.765865, -0.645724, 1.481274], [-1.477788, -1.825084, 1.340256], [-1.801016, -2.580022, 2.491348], [-1.378682, -2.103553, 3.723512], [-0.630757, -0.910416, 3.893918], [-0.140982, -0.464871, 5.144201], [0.995698, 0.975987, 6.243643], [1.521966, 2.369708, 4.231101], [0.602072, 1.719994, 1.996868], [-1.747406, -2.184518, 0.343524], [-2.364571, -3.504336, 2.374815], [-1.622468, -2.654407, 4.627525], [-0.406500, -1.087479, 6.006673]],
  "forces_ev_per_a": [[-0.84, 0.89, 0.00], [1.29, -0.71, 0.63], [0.84, 1.99, -0.64], [-2.47, -0.61, -1.37], [-0.22, -0.81, -2.09], [0.67, -0.85, 0.67], [0.05, 0.36, -0.07], [-0.05, 0.20, -0.56], [0.48, -0.37, 0.68], [-0.08, 0.47, 0.17], [-1.16, -0.06, -0.92], [-0.33, -0.18, -0.32], [0.40, -0.07, -0.27], [0.10, -0.09, -0.18], [0.13, -0.33, 0.02], [0.46, 0.08, -0.48], [0.41, -0.75, 0.84], [0.49, -0.56, -0.03], [-0.01, 1.27, 0.56], [-1.90, 0.80, -0.45], [1.47, -0.08, -0.38], [0.78, 2.93, 1.05], [-0.44, -1.64, 1.64], [0.40, 0.31, -2.15], [0.32, 0.21, -0.08], [0.45, 0.07, 0.29], [-0.12, -0.33, -0.14], [-0.26, 0.01, 0.18], [0.12, -0.15, 0.23], [-0.03, -0.35, -0.18], [0.39, 0.01, 0.11], [0.02, 0.27, -0.13], [0.11, -0.06, 0.21], [-0.18, -0.19, 0.18], [0.15, 0.12, -0.08], [0.04, -0.07, 0.39], [0.59, 0.19, -0.30], [-0.25, -0.31, -0.39], [-0.24, 0.15, -0.04], [-0.14, -0.25, 0.13], [-0.38, -0.65, 0.03], [-0.31, -0.26, -0.39], [0.33, 0.26, 0.67], [-0.50, -1.12, 0.25], [-0.89, -0.28, 1.45], [0.33, 0.27, 1.19], [0.14, 0.26, 0.52], [-0.47, -0.69, -0.23], [0.44, 0.99, -0.73], [-0.01, -0.01, 0.33], [-0.08, -0.01, -0.37], [-0.28, -0.28, -0.13], [-0.07, -0.35, 0.35], [-0.11, -0.14, 0.22], [0.12, 0.15, 0.34], [0.01, -0.08, -0.11], [0.30, 0.43, -0.11]]
}

{
  "formula": "ClO5S2",
  "method": "the ωB97M-V functional and the def2-TZVPD basis",
  "e_homo_ev": -4.968,
  "charge": -1,
  "spin_multiplicity": 1,
  "orbital_gap_ev": 6.166,
  "symbols": ["O", "O", "O", "O", "O", "S", "S", "Cl"],
  "coordinates": [[0.299171, -2.144732, -0.551508], [-1.041808, -1.250542, -2.088187], [0.655695, 0.324860, -1.005088], [-1.185163, -0.205197, 0.233871], [-0.074826, 2.387106, 0.473208], [-0.537505, -0.984244, -0.790294], [0.455695, 1.069187, 0.496197], [1.428741, 0.803561, 3.231802]],
  "forces_ev_per_a": [[-0.35, 1.09, 2.74], [-2.66, 2.11, -0.89], [-0.65, 1.15, 1.31], [-2.09, 0.20, 1.87], [0.19, -0.46, -0.90], [5.12, -3.24, -3.64], [0.52, -1.02, -0.26], [-0.08, 0.16, -0.24]]
}

{
  "formula": "C35H49N2OPTeW",
  "method": "the ωB97M-V functional and the def2-TZVPD basis",
  "e_homo_ev": [-19.404, -19.405],
  "charge": 4,
  "spin_multiplicity": 1,
  "orbital_gap_ev": [6.066, 6.115],
  "symbols": ["W", "C", "C", "C", "C", "C", "C", "C", "C", "C", "C", "C", "C", "H", "H", "H", "H", "H", "H", "H", "H", "H", "H", "H", "H", "H", "H", "H", "H", "H", "H", "N", "C", "C", "C", "N", "H", "H", "H", "H", "H", "H", "H", "H", "H", "H", "C", "Te", "C", "H", "H", "H", "H", "H", "H", "O", "P", "C", "C", "C", "C", "C", "C", "C", "C", "C", "C", "C", "C", "C", "C", "C", "C", "C", "C", "H", "H", "H", "H", "H", "H", "H", "H", "H", "H", "H", "H", "H", "H", "H"],
  "coordinates": [[0.119525, -0.663144, 0.003191], [0.753878, 2.620943, 1.340203], [0.773808, 1.130697, 1.523861], [-0.395289, 0.431491, 1.972706], [-1.630533, 1.198627, 2.399177], [-0.288800, -0.967333, 2.333170], [-1.445822, -1.671067, 2.993311], [0.952043, -1.624500, 2.227192], [1.186153, -2.907147, 2.948358], [1.956213, -1.031906, 1.392983], [3.201252, -1.801793, 1.049068], [1.926388, 0.395339, 1.178664], [3.153629, 1.067656, 0.625263], [1.178581, 3.082542, 2.239018], [-0.242326, 3.037592, 1.227974], [1.363824, 2.948276, 0.501411], [-2.002564, 0.820613, 3.349282], [-2.467103, 1.159754, 1.693411], [-1.413793, 2.248601, 2.565833], [-2.400740, -1.183767, 2.815020], [-1.305206, -1.688799, 4.078175], [-1.521885, -2.710854, 2.673679], [1.347557, -2.625424, 3.998628], [2.071071, -3.442955, 2.623664], [0.332479, -3.580170, 2.944690], [3.928915, -1.716276, 1.861476], [3.662598, -1.426840, 0.142501], [3.001253, -2.861797, 0.908176], [3.254464, 0.898051, -0.448980], [4.042264, 0.668112, 1.113744], [3.149972, 2.137609, 0.797574], [-2.064253, -1.048128, -0.044700], [-2.834934, -0.871835, -1.339733], [-2.840437, 0.565606, -1.806807], [-1.468804, 1.092767, -2.165484], [-0.595102, 1.198856, -0.943788], [-2.282520, -1.985301, 0.290548], [-2.509759, -0.434638, 0.639771], [-3.854304, -1.213011, -1.159941], [-2.384297, -1.525094, -2.086345], [-3.320949, 1.210868, -1.061642], [-3.475428, 0.626439, -2.692595], [-1.558837, 2.086273, -2.605956], [-0.972307, 0.446069, -2.888679], [-1.100907, 1.787671, -0.282565], [0.238854, 1.728808, -1.199121], [-1.541204, -4.147199, -1.338913], [0.178267, -3.533576, -0.219641], [1.580310, -4.118044, -1.701265], [-1.455905, -5.232176, -1.394294], [-1.532684, -3.729572, -2.339983], [-2.461221, -3.911669, -0.807543], [1.219948, -3.817185, -2.680650], [1.662468, -5.201562, -1.634135], [2.535005, -3.651953, -1.474422], [1.193696, -0.599800, -1.643317], [2.105415, -0.457087, -2.968921], [2.675439, 1.218089, -3.179161], [3.995321, 1.441556, -3.590805], [4.428073, 2.728982, -3.890380], [3.554891, 3.799590, -3.791733], [2.226072, 3.581477, -3.430474], [1.788419, 2.303554, -3.140514], [3.505842, -1.548920, -2.939884], [4.628006, -1.316664, -2.130675], [5.719526, -2.163593, -2.199560], [5.713846, -3.235877, -3.090611], [4.618887, -3.457486, -3.914701], [3.516730, -2.618432, -3.844999], [1.013849, -0.909616, -4.302443], [1.370368, -0.486427, -5.584856], [0.593255, -0.862865, -6.671708], [-0.536168, -1.647986, -6.481310], [-0.894924, -2.067779, -5.203393], [-0.120992, -1.699452, -4.114780], [4.694022, 0.624368, -3.695482], [5.449824, 2.885619, -4.209726], [3.893765, 4.800009, -4.027101], [1.528300, 4.408629, -3.412234], [0.729814, 2.158643, -3.000054], [4.678456, -0.454502, -1.475263], [6.588966, -1.975853, -1.583406], [6.578300, -3.884167, -3.155250], [4.629607, -4.272124, -4.626591], [2.681948, -2.782729, -4.513828], [2.248190, 0.131895, -5.740643], [0.868667, -0.540379, -7.667028], [-1.139745, -1.935693, -7.332246], [-1.773138, -2.687419, -5.070241], [-0.379040, -2.042053, -3.118741]],
  "forces_ev_per_a": [[0.46, 0.03, 0.24], [0.04, 0.03, 0.03], [-0.08, -0.02, 0.04], [-0.03, 0.00, 0.00], [-0.02, 0.03, 0.04], [-0.06, 0.03, 0.07], [-0.02, 0.01, 0.03], [-0.11, -0.03, -0.03], [0.05, -0.01, 0.02], [-0.10, 0.00, 0.02], [0.02, -0.01, 0.02], [-0.07, 0.00, -0.09], [0.03, -0.05, -0.02], [0.01, -0.02, 0.00], [-0.01, -0.01, -0.01], [-0.01, 0.00, -0.02], [0.00, -0.02, -0.01], [0.01, 0.00, -0.01], [0.02, 0.00, 0.00], [0.00, -0.01, -0.01], [0.02, 0.01, -0.01], [0.00, 0.00, 0.00], [0.00, 0.02, -0.01], [-0.01, -0.01, -0.01], [0.00, 0.00, -0.01], [-0.01, 0.01, 0.01], [-0.01, 0.00, 0.01], [0.00, -0.01, -0.01], [0.00, 0.04, 0.03], [-0.01, -0.03, 0.00], [0.00, 0.01, 0.02], [-0.09, -0.04, 0.04], [0.01, -0.02, -0.01], [-0.03, 0.03, 0.05], [-0.03, 0.00, -0.01], [0.01, 0.08, -0.05], [0.03, 0.03, 0.02], [-0.02, 0.02, -0.06], [0.01, -0.04, 0.01], [0.02, 0.00, -0.01], [0.00, 0.00, -0.01], [0.01, -0.01, -0.01], [0.03, 0.02, 0.02], [0.02, 0.00, -0.01], [0.02, -0.02, 0.00], [0.01, 0.02, -0.07], [0.01, -0.04, 0.08], [0.00, -0.04, -0.16], [0.02, 0.02, 0.03], [0.04, 0.01, 0.03], [0.02, 0.05, -0.02], [0.02, 0.01, 0.00], [-0.01, 0.03, 0.01], [-0.04, 0.00, 0.04], [0.00, -0.01, 0.00], [-0.06, -0.04, -0.12], [-0.11, -0.04, -0.05], [0.12, -0.07, -0.07], [0.05, 0.07, 0.11], [-0.01, -0.04, 0.03], [-0.01, -0.01, 0.00], [0.00, 0.03, 0.02], [0.07, 0.08, -0.11], [-0.10, -0.06, -0.12], [0.01, -0.03, 0.05], [-0.03, -0.01, -0.02], [0.01, 0.01, 0.02], [0.01, -0.01, 0.00], [0.09, 0.03, 0.03], [0.02, 0.21, 0.04], [-0.04, 0.04, -0.04], [0.02, 0.01, 0.01], [0.01, 0.01, -0.01], [0.00, -0.01, 0.04], [0.06, -0.10, -0.07], [-0.02, -0.01, 0.00], [-0.01, 0.01, 0.00], [0.00, 0.00, 0.00], [0.02, 0.00, -0.01], [-0.18, -0.11, 0.05], [-0.02, 0.00, -0.04], [0.00, -0.01, -0.01], [0.00, 0.00, 0.00], [0.01, 0.00, 0.00], [0.00, -0.02, 0.00], [-0.04, -0.02, 0.00], [0.00, 0.00, 0.01], [0.00, -0.01, 0.01], [0.00, 0.01, -0.01], [-0.02, 0.01, 0.04]]
}

M for the records above, in order: 87.14, 79.17, 97.16, 445.36, 179.58, 856.20 g mol⁻¹